Entry 1:
ORCA calculation (the ωB97M-V functional and the def2-TZVPD basis) on C19H21N3O3 in the gas phase in a non-equilibrium geometry.

Last column: natural (NBO) charge in e.
Cartesian coordinates (Å):
O (1.27458, 2.00331, -0.92970)  -0.6421
O (-1.35536, -3.65661, -1.02173)  -0.4615
O (-2.50253, -4.16877, 0.80390)  -0.5613
N (-2.05304, 0.10840, 1.41364)  -0.2766
N (1.08562, 1.84847, 1.30602)  -0.4210
N (-1.32944, 0.21677, 0.28670)  -0.1613
C (0.58656, 1.81874, 0.06107)  0.6703
C (2.70117, 3.69290, 1.58127)  -0.4130
C (1.62135, -0.28497, -4.43853)  -0.6279
C (-0.67455, -2.78104, -1.80898)  0.3084
C (-1.95028, -3.31213, 0.16307)  0.7725
C (-2.37012, -1.15604, 1.56106)  0.0265
C (-0.51546, -1.41205, -1.51406)  -0.0840
C (2.59411, 4.23536, 3.01149)  -0.3980
C (-1.17141, -0.98478, -0.31111)  0.1909
C (-0.91739, 1.53200, -0.12121)  -0.3101
C (-1.84721, -1.91088, 0.49658)  -0.2864
C (0.81519, -1.15218, -3.52237)  -0.0284
C (0.26857, 3.13782, 3.25895)  -0.4158
C (2.49411, 2.18197, 1.44568)  -0.2283
C (0.24495, -0.62247, -2.38005)  -0.2036
C (1.59187, 3.51948, 3.92368)  -0.4028
C (0.62134, -2.50305, -3.81136)  -0.1719
C (-0.10705, -3.30975, -2.96540)  -0.2416
C (0.32471, 1.78792, 2.53311)  -0.2310
H (-1.13554, 1.67164, -1.18421)  0.2399
H (0.42759, 0.41349, -2.14970)  0.2405
H (2.51889, -0.80405, -4.76789)  0.2167
H (1.03794, -0.03248, -5.32412)  0.2193
H (2.89943, 1.64742, 2.30577)  0.1957
H (-2.95260, -1.49115, 2.39399)  0.2259
H (1.05997, -2.92493, -4.70340)  0.2132
H (-1.50980, 2.24526, 0.45676)  0.2474
H (0.80135, 1.05051, 3.18961)  0.1934
H (1.96828, 4.18102, 0.93635)  0.2079
H (-0.24817, -4.35896, -3.17000)  0.2314
H (1.90648, 0.63730, -3.93969)  0.2273
H (3.57414, 4.17953, 3.49021)  0.2038
H (-0.50000, 3.05403, 4.02939)  0.2175
H (-0.68825, 1.44052, 2.33633)  0.2467
H (2.04680, 2.61569, 4.33491)  0.1930
H (1.38777, 4.17969, 4.76928)  0.2143
H (2.99328, 1.83086, 0.54002)  0.2422
H (2.32815, 5.29264, 2.94986)  0.2041
H (3.68624, 3.94936, 1.18947)  0.2175
H (-0.04247, 3.91871, 2.56346)  0.2003

## Properties
Electronic energy = -30657.558 eV
ΔE to the lowest compared entry with this formula, charge and spin = 29.3 kcal per mole
Max |F| = 1.0 eV/A
SMILES = Cc1ccc2oc(=O)c3cnn(CC(=O)N4CCCCCC4)c3c2c1
Frontier orbital gap = 9.0 eV
Multiplicity = 1

Entry 2:
ORCA calculation (the ωB97M-V functional and the def2-TZVPD basis) on a molecular structure, C19H21N5O2Tc in a non-equilibrium geometry.

Last column: Löwdin spin population.
Cartesian coordinates (Å):
Tc (0.60112, -0.99219, -1.61138)  0.8364
O (0.65316, 2.09297, -0.99712)  0.0336
O (-2.42475, -1.17996, -0.87245)  0.0226
N (1.82080, 1.58140, 2.49841)  0.0047
N (-0.37752, -0.42969, -4.16621)  -0.0015
N (-1.49270, 1.79817, 1.15977)  0.6967
N (-0.19266, 3.67661, 1.25323)  0.3430
N (-1.12743, -1.72848, 3.02226)  0.0109
C (-0.91944, -0.17230, -6.69721)  0.0008
C (2.70337, -1.04235, -1.42638)  0.0201
C (-1.78003, -2.65243, 2.75988)  0.0042
C (-0.57210, -0.35244, -5.30025)  0.0037
C (-2.60562, -3.82920, 2.51748)  0.0006
C (-2.81809, 1.14744, 3.07733)  0.2415
C (0.65114, 0.95617, -1.21683)  0.0239
C (2.08937, -1.23019, -0.17944)  0.0098
C (2.77539, 2.13446, 2.13326)  0.0016
C (0.76333, -3.02464, -1.12978)  0.0194
C (3.99201, 2.83087, 1.75436)  -0.0001
C (-1.45210, 3.10332, 3.22836)  0.2614
C (-1.04244, 2.84652, 1.88419)  0.1390
C (1.11038, -2.21660, -0.02859)  0.0127
C (-2.35627, 2.23574, 3.83001)  -0.0266
C (2.31585, -1.80256, -2.53035)  0.0010
C (-1.30028, -1.11242, -1.14489)  0.0139
C (1.34641, -2.80055, -2.38247)  0.0027
C (-2.34407, 0.97888, 1.76802)  0.2319
H (2.29858, -0.54987, 0.64742)  0.0052
H (-2.16649, -4.43757, 1.71494)  0.0000
H (-1.05757, -1.15907, -7.16959)  0.0002
H (3.75010, 3.67640, 1.09347)  0.0000
H (4.68774, 2.14297, 1.24955)  0.0000
H (0.28941, 4.37232, 1.80464)  0.0057
H (-3.50677, 0.40988, 3.48186)  0.0107
H (-1.01667, 3.97354, 3.71854)  0.0158
H (2.70224, -1.57772, -3.52206)  0.0013
H (-0.03709, -3.74482, -1.05749)  0.0034
H (0.21256, 3.37813, 0.36800)  0.0086
H (4.48057, 3.22419, 2.65685)  0.0000
H (-0.10683, 0.36988, -7.20939)  0.0000
H (-2.67980, 0.11925, 1.18541)  0.0265
H (0.57592, -2.31384, 0.91074)  0.0062
H (-1.85664, 0.40860, -6.75855)  0.0004
H (-2.68803, 2.39771, 4.85594)  0.0032
H (-3.61982, -3.51794, 2.23197)  0.0004
H (-2.67173, -4.43183, 3.43499)  0.0000
H (0.99645, -3.33912, -3.25398)  0.0016
H (3.39707, -0.21763, -1.58647)  0.0027

## Properties
Electronic energy = -33739.310 eV
Total charge = +4
ΔE to the lowest compared entry with this formula, charge and spin = 43.9 kcal per mole
Max |F| = 7.1 eV/A
Frontier orbital gap (alpha / beta) = 8.2 / 4.0 eV
<S²> = 3.8017
Multiplicity = 4

Entry 3:
ORCA calculation (the ωB97M-V functional and the def2-TZVPD basis) on a molecular structure, C19H21N5O9S2ScSe2.

Last column: natural (NBO) charge in e.
Cartesian coordinates (Å):
Se (0.61404, 3.22497, 1.22606)  0.3476
Se (-2.63837, 1.75728, 2.74303)  0.3509
Sc (-1.08334, 1.23288, 0.29625)  1.5511
S (-3.11058, 2.90708, -0.25901)  -0.2744
S (-1.13064, 0.43573, -2.28514)  2.2774
O (3.75304, -4.67241, 1.95459)  -0.3412
O (-0.08896, -2.37483, -0.05123)  -0.4791
O (2.43177, 0.77325, -2.13086)  -0.3895
O (-0.26527, 0.08053, 1.68988)  -0.8914
O (4.91828, -4.25527, 0.18678)  -0.3563
O (0.44512, -1.45628, 3.13349)  -0.5643
O (3.95987, -0.62004, -2.75591)  -0.3353
O (-2.37376, 0.67321, -2.96226)  -0.9094
O (-0.50268, 1.68613, -1.73293)  -0.9718
N (-4.70945, 0.97553, -1.14305)  -0.7540
N (-5.56075, 2.30521, 0.51944)  -0.7501
N (3.05987, -0.26977, -2.03501)  0.5097
N (3.98401, -4.06608, 0.93694)  0.5267
N (-1.17115, -0.46858, -0.96885)  -1.0396
C (3.43375, -2.15678, -0.57617)  -0.1862
C (0.27125, -1.65127, -2.45662)  -0.0650
C (0.32591, -1.04640, 2.00710)  0.7844
C (0.93398, -2.72321, -3.02600)  -0.1918
C (-0.11205, -0.58716, -3.25331)  -0.2764
C (0.14009, -0.51577, -4.61019)  -0.1707
C (0.82285, -1.58674, -5.16964)  -0.1866
C (-1.98193, 0.69544, 4.22576)  -0.7924
C (0.93701, -1.79626, 0.80600)  0.1569
C (1.34309, -0.81771, -0.30406)  -0.3372
C (-4.56051, 1.98172, -0.29446)  0.3751
C (-1.61065, 3.37966, 3.11839)  -0.5740
C (-0.10132, 3.22896, 3.05351)  -0.5564
C (3.03955, -2.99136, 0.55101)  0.0159
C (1.19505, -2.67938, -4.39063)  -0.1546
C (2.27766, 2.30994, 1.61735)  -0.7640
C (1.91065, -2.84648, 1.23575)  -0.0922
C (2.62877, -1.16583, -0.94818)  0.1394
C (0.02988, -1.33325, -1.00452)  0.4255
H (-0.98191, 0.32100, 4.03253)  0.2547
H (1.67916, -3.46532, 2.09084)  0.2829
H (-3.99441, 0.81908, -1.85178)  0.4579
H (2.85132, 2.26647, 0.69402)  0.2529
H (2.81313, 2.90799, 2.35126)  0.2479
H (0.37690, 4.07232, 3.55361)  0.2461
H (-5.56696, 0.44855, -1.19591)  0.4082
H (-1.89210, 3.67954, 4.12912)  0.2476
H (1.05182, -1.58214, -6.22580)  0.2386
H (-1.98581, 4.14458, 2.43614)  0.2478
H (0.23728, 2.30474, 3.52230)  0.2399
H (4.37245, -2.33862, -1.07861)  0.2945
H (-6.46246, 1.85860, 0.47028)  0.4093
H (-2.02449, 1.30520, 5.12680)  0.2311
H (1.70093, -3.51127, -4.86057)  0.2366
H (-5.42116, 3.03834, 1.19380)  0.4318
H (-2.66299, -0.14586, 4.33464)  0.2478
H (-0.18948, 0.32262, -5.20572)  0.2476
H (1.23227, -3.57094, -2.42463)  0.2408
H (1.33795, 0.24237, -0.04468)  0.2482
H (2.07449, 1.31606, 2.00907)  0.2307

## Properties
Electronic energy = -218976.963 eV
Total charge = +1
ΔE to the lowest compared entry with this formula, charge and spin = 42.1 kcal per mole
Max |F| = 1.0 eV/A
Frontier orbital gap = 8.3 eV
Multiplicity = 1

Entry 4:
ORCA calculation (the ωB97M-V functional and the def2-TZVPD basis) on C19H21NO5S in the gas phase.

Last column: natural (NBO) charge in e.
Cartesian coordinates (Å):
S (0.59353, 1.62077, 1.36079)  2.3705
O (1.54121, 1.66189, -1.73314)  -0.6056
O (-0.66204, 1.98095, -1.81503)  -0.7029
O (1.04678, -0.49329, 3.26248)  -0.5071
O (-0.05551, 2.73197, 0.71569)  -0.9681
O (2.00829, 1.66262, 1.54066)  -0.9170
N (0.20228, 0.23359, 0.56618)  -0.7133
C (-0.21197, 1.44358, 2.95608)  -0.4193
C (0.33931, 0.25017, -4.43233)  -0.1505
C (-0.32397, -1.95160, -3.78932)  -0.2111
C (0.03853, -0.65847, -3.42572)  -0.0125
C (1.55431, -1.51699, 4.09039)  -0.2528
C (-1.74283, 2.25911, 4.60663)  -0.2484
C (0.14719, 0.37456, 3.77663)  0.4053
C (1.24642, -1.03571, -1.25512)  -0.3956
C (-0.44919, 0.26970, 5.03156)  -0.3185
C (0.42811, 1.21429, -1.80754)  0.8330
C (-1.38479, 1.20911, 5.43383)  -0.1680
C (0.10894, -0.27483, -1.95950)  -0.1890
C (-1.14470, 2.37273, 3.36164)  -0.1500
C (1.15271, -0.80224, 0.26823)  -0.2229
C (-1.21853, -0.57593, -1.24188)  -0.3960
C (-0.09429, -1.40741, -6.11435)  -0.2155
C (-0.39105, -2.32292, -5.11963)  -0.2047
C (-1.16261, -0.01365, 0.19112)  -0.2264
C (0.27302, -0.12073, -5.76470)  -0.2167
H (0.51107, 0.60145, -6.53152)  0.2136
H (-0.55682, -2.68394, -3.03069)  0.2056
H (0.85118, -1.72406, 0.78262)  0.1823
H (2.31005, -2.02492, 3.49413)  0.2062
H (2.01948, -1.10878, 4.99186)  0.1849
H (0.63593, 1.25633, -4.18115)  0.2111
H (-1.37943, 3.17967, 2.68615)  0.2456
H (-1.68172, 0.94338, 0.25799)  0.2369
H (0.77231, -2.23011, 4.37182)  0.1772
H (2.19358, -0.65730, -1.63894)  0.2427
H (-2.04682, -0.13068, -1.79137)  0.2377
H (-0.14682, -1.69663, -7.15340)  0.2132
H (-2.47272, 2.98456, 4.92893)  0.2206
H (-1.36568, -1.65549, -1.21152)  0.2058
H (-0.67550, -3.33212, -5.37994)  0.2119
H (-1.63265, -0.71607, 0.89679)  0.1864
H (-1.83691, 1.11294, 6.40977)  0.2173
H (2.10274, -0.46315, 0.67727)  0.2549
H (-0.19109, -0.53753, 5.69853)  0.2220
H (-0.42935, 2.87087, -1.49900)  0.5185
H (1.17998, -2.09967, -1.48199)  0.2087

## Properties
Electronic energy = -42606.485 eV
ΔE to the lowest compared entry with this formula, charge and spin = 6.0 kcal per mole
Max |F| = 1.0 eV/A
SMILES = COc1ccccc1S(=O)(=O)N1CCC(C(=O)O)(c2ccccc2)CC1
Frontier orbital gap = 9.6 eV
Multiplicity = 1